w) {"formula": "C6H14N2O2", "method": "the ωB97M-V functional and the def2-TZVPD basis", "species": ["C", "C", "C", "C", "C", "C", "H", "H", "H", "H", "H", "H", "H", "H", "H", "H", "H", "H", "H", "H", "N", "N", "O", "O"], "xyz": [[-3.172, 0.700, 0.640], [-1.910, 0.454, -0.143], [-1.479, -0.664, -1.000], [-0.077, -0.911, -1.413], [2.204, -0.175, -0.359], [2.201, 1.408, 0.115], [-4.168, 1.274, 0.051], [-3.360, -0.290, 1.075], [-3.129, 1.288, 1.669], [-1.856, 1.579, -0.624], [-1.049, 0.528, 0.750], [-1.984, -0.576, -1.953], [-1.790, -1.318, -0.391], [0.346, -0.228, -2.392], [-0.179, -1.935, -1.960], [2.666, -0.958, 0.351], [2.751, -0.422, -1.384], [3.020, 2.118, -0.652], [2.471, 1.478, 1.170], [0.070, 1.186, 0.694], [0.777, -0.775, -0.408], [0.155, -1.295, 0.812], [0.756, 2.021, -0.049], [0.877, -1.284, 1.763]], "gap_ev": 9.65, "spin_multiplicity": 1, "e_homo_ev": -9.27}

x) {"formula": "C6H14N2O2", "method": "the ωB97M-V functional and the def2-TZVPD basis", "species": ["C", "N", "C", "C", "O", "H", "H", "H", "H", "H", "H", "H", "C", "N", "C", "C", "O", "H", "H", "H", "H", "H", "H", "H"], "xyz": [[-3.309, -0.016, -0.009], [-2.854, -0.926, 1.026], [-1.555, -1.072, 1.400], [-1.363, -1.924, 2.616], [-0.646, -0.589, 0.747], [-3.922, 0.776, 0.435], [-2.483, 0.519, -0.471], [-3.927, -0.584, -0.706], [-3.566, -1.258, 1.653], [-0.409, -1.732, 3.098], [-2.211, -1.927, 3.292], [-1.197, -2.971, 2.320], [3.034, 0.612, 0.454], [2.039, 0.268, -0.549], [1.774, 1.084, -1.596], [0.831, 0.522, -2.615], [2.331, 2.158, -1.756], [3.197, 1.680, 0.451], [2.724, 0.231, 1.418], [3.997, 0.166, 0.194], [1.332, -0.373, -0.211], [0.105, -0.166, -2.221], [0.292, 1.291, -3.170], [1.461, 0.010, -3.330]], "smiles": "CNC(C)=O.CNC(C)=O", "gap_ev": 9.61, "spin_multiplicity": 1, "e_homo_ev": -9.03}

Least stable structure: w)

w) {"formula": "C6H14N2O2", "method": "the ωB97M-V functional and the def2-TZVPD basis", "species": ["C", "N", "C", "C", "O", "H", "H", "H", "H", "H", "H", "H", "C", "N", "C", "C", "O", "H", "H", "H", "H", "H", "H", "H"], "xyz": [[0.964, 3.103, 0.200], [0.548, 2.024, 1.142], [1.206, 0.911, 1.629], [0.372, -0.007, 2.538], [2.208, 0.596, 1.062], [0.141, 3.455, -0.494], [1.379, 4.018, 0.754], [1.775, 2.736, -0.497], [-0.280, 2.334, 1.605], [0.187, 0.307, 3.495], [-0.697, -0.243, 2.105], [0.951, -0.887, 2.568], [-1.579, 0.091, -2.452], [-0.658, -0.548, -1.441], [-0.931, -1.865, -1.118], [-0.323, -2.208, 0.240], [-1.540, -2.586, -1.820], [-0.958, 0.562, -3.128], [-1.924, -0.814, -3.229], [-2.471, 0.714, -2.156], [-0.181, 0.110, -0.846], [0.017, -3.313, -0.066], [0.422, -1.519, 0.750], [-1.184, -2.025, 1.076]], "smiles": "CNC(C)=O.CNC(C)=O", "gap_ev": 10.09, "spin_multiplicity": 1, "e_homo_ev": -9.58}

x) {"formula": "C6H14N2O2", "method": "the ωB97M-V functional and the def2-TZVPD basis", "species": ["C", "N", "C", "C", "O", "H", "H", "H", "H", "H", "H", "H", "C", "N", "C", "C", "O", "H", "H", "H", "H", "H", "H", "H"], "xyz": [[2.328, -2.127, -0.298], [1.589, -0.912, -0.128], [2.231, 0.176, 0.511], [1.434, 1.139, 1.353], [3.364, 0.445, 0.151], [3.278, -1.963, -0.780], [2.498, -2.698, 0.628], [1.821, -2.743, -1.073], [0.734, -1.074, 0.448], [1.148, 0.850, 2.356], [1.997, 2.085, 1.302], [0.448, 1.339, 0.953], [-1.329, 1.399, -1.700], [-2.475, 0.741, -1.042], [-2.206, -0.050, 0.062], [-3.416, -0.352, 0.918], [-1.086, -0.428, 0.346], [-1.391, 2.467, -1.537], [-0.351, 1.057, -1.416], [-1.405, 1.175, -2.757], [-3.314, 0.688, -1.588], [-4.315, -0.323, 0.311], [-3.394, -1.359, 1.340], [-3.370, 0.207, 1.855]], "smiles": "CNC(C)=O.CNC(C)=O", "gap_ev": 9.71, "spin_multiplicity": 1, "e_homo_ev": -9.09}

y) {"formula": "C6H14N2O2", "method": "the ωB97M-V functional and the def2-TZVPD basis", "species": ["C", "N", "C", "C", "O", "H", "H", "H", "H", "H", "H", "H", "C", "N", "C", "C", "O", "H", "H", "H", "H", "H", "H", "H"], "xyz": [[2.574, -1.701, -0.282], [1.625, -0.602, -0.364], [1.821, 0.435, -1.214], [0.748, 1.479, -1.294], [2.851, 0.562, -1.853], [3.379, -1.530, -0.975], [3.077, -1.684, 0.690], [2.052, -2.654, -0.306], [0.760, -0.745, 0.089], [0.976, 2.269, -2.022], [-0.262, 1.208, -1.588], [0.821, 2.203, -0.478], [-1.268, 1.079, 2.332], [-1.355, 0.711, 0.931], [-2.215, -0.288, 0.569], [-2.040, -0.971, -0.772], [-2.993, -0.753, 1.388], [-0.749, 0.357, 2.965], [-0.844, 2.076, 2.407], [-2.279, 1.056, 2.733], [-0.615, 1.003, 0.309], [-2.780, -1.761, -0.812], [-2.218, -0.295, -1.603], [-1.068, -1.455, -0.851]], "smiles": "CNC(C)=O.CNC(C)=O", "gap_ev": 10.35, "spin_multiplicity": 1, "e_homo_ev": -9.78}

Least stable structure: w)

w) {"formula": "C3H5NO2S2", "method": "the ωB97M-V functional and the def2-TZVPD basis", "species": ["C", "O", "C", "S", "C", "S", "N", "O", "H", "H", "H", "H", "H"], "xyz": [[-0.622, 1.125, 1.953], [-1.049, 1.210, 0.423], [-0.795, 0.477, -0.628], [-1.689, 0.771, -1.889], [0.334, -0.489, -0.553], [0.302, -1.737, 0.688], [1.115, -0.669, -1.623], [1.817, -1.773, -1.717], [-0.672, -0.097, 2.227], [0.547, 1.746, 1.869], [-1.292, 1.953, 2.715], [0.663, -0.235, -2.589], [1.341, -2.282, -0.876]], "smiles": "COC(=S)C(=S)NO", "gap_ev": 8.13, "spin_multiplicity": 1, "e_homo_ev": -9.07}

x) {"formula": "C3H5NO2S2", "method": "the ωB97M-V functional and the def2-TZVPD basis", "species": ["C", "O", "N", "C", "S", "C", "O", "S", "H", "H", "H", "H", "H"], "xyz": [[-1.701, 0.680, 0.750], [-1.356, -0.022, -0.562], [-0.542, -1.160, -0.420], [0.636, -1.008, -0.185], [1.605, -2.343, 0.203], [1.342, 0.302, -0.648], [0.888, 1.313, -0.010], [2.884, 0.379, -1.395], [-0.834, 0.350, 1.714], [-2.789, 0.092, 0.959], [-2.079, 1.916, 0.634], [-0.990, -2.141, 0.003], [2.936, 1.642, -1.043]], "smiles": "CONC(=S)C(=O)S", "gap_ev": 8.28, "spin_multiplicity": 1, "e_homo_ev": -8.74}

Least stable structure: x)

w) {"formula": "C3H5NO2S2", "method": "the ωB97M-V functional and the def2-TZVPD basis", "species": ["C", "C", "C", "N", "O", "O", "S", "S", "H", "H", "H", "H", "H"], "xyz": [[-1.226, 0.033, -0.206], [-0.660, 0.850, 0.968], [1.098, -0.183, -0.807], [-0.251, -0.449, -1.076], [-2.395, -0.119, -0.400], [0.763, 2.254, -0.838], [2.009, -1.509, 0.134], [1.020, 1.377, 0.238], [-1.205, 1.781, 1.096], [-0.593, 0.244, 1.826], [1.743, 0.027, -1.700], [-0.539, -1.211, -1.774], [1.385, -1.914, 1.261]], "gap_ev": 9.95, "spin_multiplicity": 1, "e_homo_ev": -9.58}

x) {"formula": "C3H5NO2S2", "method": "the ωB97M-V functional and the def2-TZVPD basis", "species": ["C", "S", "C", "S", "O", "C", "N", "O", "H", "H", "H", "H", "H"], "xyz": [[-1.809, -1.584, 0.077], [-2.605, 0.062, -0.109], [-1.273, 1.082, 0.016], [-1.426, 2.681, 0.017], [-0.111, 0.364, -0.043], [1.193, 0.923, -0.007], [2.103, 0.023, 0.049], [3.410, 0.535, -0.054], [-1.027, -1.657, 0.890], [-1.242, -1.773, -0.855], [-2.537, -2.443, 0.285], [1.269, 1.977, 0.068], [4.056, -0.192, -0.332]], "smiles": "CSC(=S)O/C=N/O", "gap_ev": 9.10, "spin_multiplicity": 1, "e_homo_ev": -9.07}

y) {"formula": "C3H5NO2S2", "method": "the ωB97M-V functional and the def2-TZVPD basis", "species": ["C", "O", "C", "N", "S", "S", "C", "O", "H", "H", "H", "H", "H"], "xyz": [[0.034, -1.268, 1.607], [0.125, -1.310, 0.160], [-0.294, -0.156, -0.430], [0.066, 0.005, -1.612], [1.162, -1.002, -2.343], [-1.080, 1.122, 0.534], [-0.640, 2.542, -0.595], [-0.816, 3.701, -0.149], [0.479, -2.243, 2.026], [0.412, -0.371, 2.085], [-1.040, -1.353, 1.801], [1.929, -1.724, -1.354], [-0.335, 2.058, -1.729]], "smiles": "CO/C(=N\\S)SC=O", "gap_ev": 8.81, "spin_multiplicity": 1, "e_homo_ev": -8.59}

Least stable structure: x)